Record 1
Entry from the OMol25 dataset: a 5-piece molecular cluster, C26H42F12NO11P overall at a distorted geometry (the ωB97M-V functional and the def2-TZVPD basis).

The structure (SMILES) is [H]/N=C(\C)C[C@H](CO[C@@H](CCC)[PH2]=O)OC.CCOC(=O)C(F)(F)F.CCOC(=O)C(F)(F)F.CCOC(=O)C(F)(F)F.CCOC(=O)C(F)(F)F. Its gap between HOMO and LUMO is 9.6 eV.

The geometry in ORCA input format:
```
! RIJCOSX wB97M-V def2-TZVPD def2/J DEFGRID3
* xyz 0 1
H -5.704 4.968 0.088
N -4.718 4.758 -0.072
C -4.596 3.734 -0.812
C -5.755 2.951 -1.361
C -3.193 3.318 -1.185
C -2.783 1.852 -0.981
C -1.252 1.754 -0.931
O -0.726 1.836 -2.243
C 0.350 2.725 -2.400
C 1.705 2.045 -2.198
C 2.850 3.039 -1.968
C 4.098 2.370 -1.369
P 0.180 3.456 -4.085
O -1.192 3.523 -4.638
O -3.217 1.018 -2.039
C -4.087 -0.046 -1.725
H -6.681 3.524 -1.262
H -5.602 2.712 -2.417
H -5.869 2.006 -0.826
H -3.017 3.536 -2.246
H -2.544 3.949 -0.571
H -3.146 1.458 -0.019
H -0.848 2.575 -0.326
H -0.954 0.804 -0.467
H 0.289 3.582 -1.710
H 1.938 1.407 -3.060
H 1.628 1.393 -1.326
H 2.502 3.825 -1.287
H 3.121 3.545 -2.902
H 4.769 1.986 -2.142
H 3.812 1.527 -0.740
H 4.674 3.074 -0.763
H 0.796 4.722 -4.009
H 1.097 2.723 -4.866
H -3.840 -0.492 -0.753
H -5.137 0.255 -1.733
H -3.948 -0.807 -2.495
C 0.029 -2.818 1.478
C 0.115 -1.413 2.027
O 1.471 -1.101 2.431
C 2.251 -0.650 1.471
O 1.945 -0.406 0.341
C 3.696 -0.432 1.986
F 4.117 -1.461 2.718
F 3.757 0.675 2.736
F 4.505 -0.282 0.939
H 0.406 -3.531 2.210
H -1.008 -3.062 1.249
H 0.618 -2.918 0.566
H -0.482 -1.309 2.931
H -0.225 -0.673 1.304
C -0.892 -9.292 5.406
C -0.445 -8.016 6.081
O -0.552 -6.887 5.180
C -1.747 -6.333 5.087
O -2.749 -6.647 5.654
C -1.683 -5.120 4.127
F -0.977 -5.398 3.026
F -1.092 -4.088 4.746
F -2.904 -4.750 3.762
H -0.322 -9.462 4.493
H -0.733 -10.136 6.077
H -1.951 -9.249 5.153
H 0.609 -8.050 6.346
H -1.026 -7.808 6.977
C 0.608 4.134 3.387
C -0.783 4.615 3.733
O -1.781 3.906 2.960
C -2.148 2.728 3.429
O -1.760 2.177 4.416
C -3.222 2.111 2.505
F -2.889 2.255 1.218
F -4.404 2.700 2.702
F -3.349 0.808 2.754
H 0.791 4.235 2.317
H 1.346 4.730 3.923
H 0.742 3.090 3.667
H -0.926 5.658 3.465
H -1.001 4.490 4.792
C 2.164 -1.352 -5.989
C 3.066 -1.530 -4.790
O 4.422 -1.835 -5.194
C 5.177 -0.795 -5.499
O 4.876 0.361 -5.472
C 6.602 -1.274 -5.871
F 6.568 -2.341 -6.673
F 7.264 -1.609 -4.754
F 7.271 -0.304 -6.483
H 2.183 -2.238 -6.623
H 1.141 -1.187 -5.651
H 2.471 -0.495 -6.587
H 2.763 -2.380 -4.184
H 3.080 -0.642 -4.160
*
```

Löwdin population analysis, charges in e, atoms 1 to 5: number 1, H, carries 0.048; number 2, N, carries 0.135; number 3, C, carries -0.420; number 4, C, carries -0.028; number 5, C, carries -0.080



Record 2
Entry from the OMol25 dataset: C26H43BF4OPtSSi2 as an isolated structure (the ωB97M-V functional and the def2-TZVPD basis).

The energy relative to the best compared isomer or geometry (same formula, charge and spin) comes out at 14.56 kcal/mol. Its gap between HOMO and LUMO is 8.5 eV.

The geometry in ORCA input format:
```
! RIJCOSX wB97M-V def2-TZVPD def2/J DEFGRID3
* xyz 0 1
Pt -0.776 -0.324 0.411
F 0.364 0.280 -2.449
B 1.724 0.687 -2.423
F 2.266 0.682 -3.692
F 1.774 1.989 -1.850
F 2.428 -0.189 -1.559
C 0.252 3.141 1.264
C 0.841 1.818 1.825
C 2.360 2.028 1.936
C 0.199 1.464 3.159
C 0.551 0.877 0.717
H 0.488 3.943 1.966
H -0.831 3.085 1.153
H 0.685 3.384 0.293
H 2.557 2.842 2.636
H 2.780 2.291 0.964
H 2.874 1.140 2.296
H 0.370 2.261 3.886
H 0.613 0.539 3.562
H -0.877 1.318 3.045
H 1.153 1.069 -0.174
C -1.828 -2.056 -1.704
Si -0.741 -3.104 -0.576
C -1.913 -4.049 0.553
C 0.246 -4.277 -1.644
C 0.437 -1.967 0.384
Si 1.086 -2.648 1.999
C -0.243 -2.632 3.335
C 1.673 -4.418 1.744
C 2.576 -1.691 2.605
H -2.416 -2.747 -2.317
H -1.221 -1.429 -2.360
H -2.565 -1.418 -1.202
H -2.628 -4.618 -0.047
H -2.484 -3.358 1.180
H -1.403 -4.751 1.214
H -0.419 -4.897 -2.250
H 0.879 -4.936 -1.049
H 0.889 -3.708 -2.320
H 1.267 -1.783 -0.310
H -0.880 -3.517 3.277
H -0.881 -1.751 3.236
H 0.206 -2.614 4.331
H 0.868 -5.094 1.451
H 2.108 -4.805 2.669
H 2.446 -4.462 0.973
H 2.322 -0.662 2.854
H 3.357 -1.667 1.842
H 2.990 -2.152 3.505
O -2.709 0.597 0.344
S -3.052 1.992 -0.164
C -3.639 2.858 1.332
C -4.735 2.160 2.074
C -4.462 0.996 2.792
C -5.483 0.330 3.451
C -6.781 0.820 3.405
C -7.057 1.983 2.700
C -6.037 2.647 2.035
C -4.633 1.817 -1.049
C -4.520 0.763 -2.111
C -5.113 -0.478 -1.901
C -5.049 -1.455 -2.883
C -4.365 -1.206 -4.063
C -3.750 0.022 -4.265
C -3.837 1.009 -3.296
H -3.912 3.865 1.011
H -2.731 2.926 1.934
H -3.450 0.613 2.824
H -5.264 -0.572 4.007
H -7.576 0.300 3.924
H -8.065 2.374 2.669
H -6.254 3.556 1.484
H -4.809 2.799 -1.495
H -5.439 1.600 -0.351
H -5.632 -0.671 -0.969
H -5.520 -2.415 -2.718
H -4.301 -1.972 -4.824
H -3.201 0.211 -5.178
H -3.357 1.968 -3.457
*
```

Löwdin population analysis, charges in e, atoms 1 to 5: number 1, Pt, carries 1.099; number 2, F, carries 0.064; number 3, B, carries -1.251; number 4, F, carries 0.135; number 5, F, carries 0.066



Record 3
Entry from the OMol25 dataset: C26H43BrKN5O4Si2 as an isolated structure at a distorted geometry (the ωB97M-V functional and the def2-TZVPD basis).

The energy relative to the best compared isomer or geometry (same formula, charge and spin) comes out at 23.13 kcal/mol. Its gap between HOMO and LUMO is 4.9 eV.

The geometry in ORCA input format:
```
! RIJCOSX wB97M-V def2-TZVPD def2/J DEFGRID3
* xyz -2 1
K -0.577 1.097 -0.768
C 2.608 1.067 2.837
C 1.269 1.725 3.179
N 0.159 1.026 2.593
C -0.141 -0.291 3.100
C -0.232 -1.401 2.051
N 0.814 -1.364 1.050
C 2.160 -1.640 1.521
C 3.140 -0.559 1.067
N 2.704 0.797 1.413
H 3.404 1.741 3.176
H 2.719 0.147 3.429
H 1.219 1.813 4.278
H 1.260 2.746 2.786
H -0.627 1.558 2.247
H 0.642 -0.560 3.818
H -1.078 -0.299 3.669
H -0.250 -2.355 2.610
H -1.183 -1.336 1.522
H 0.523 -1.941 0.259
H 2.154 -1.688 2.616
H 2.513 -2.622 1.181
H 4.138 -0.750 1.478
H 3.225 -0.610 -0.020
H 1.745 0.842 1.062
O 0.083 3.249 -1.478
N 1.148 3.388 -2.106
N 1.781 2.281 -2.333
O 1.379 1.094 -1.951
C 3.030 2.388 -3.049
C 3.732 1.212 -3.242
C 4.941 1.248 -3.934
C 5.443 2.443 -4.426
C 4.717 3.613 -4.221
C 3.512 3.596 -3.536
H 3.312 0.294 -2.856
H 5.486 0.323 -4.083
H 6.382 2.468 -4.964
H 5.090 4.558 -4.599
H 2.943 4.501 -3.377
Br -1.318 7.800 3.196
C -1.815 6.113 2.449
C -3.159 5.795 2.339
C -3.511 4.572 1.781
C -2.543 3.661 1.370
C -1.204 4.014 1.491
C -0.828 5.245 2.020
C -2.970 2.313 0.787
O -4.087 2.271 0.258
O -2.116 1.384 0.904
H -3.913 6.495 2.674
H -4.551 4.301 1.644
H -0.431 3.342 1.133
H 0.215 5.524 2.086
C -3.261 -2.806 0.435
Si -2.563 -3.259 -1.249
C -3.924 -2.707 -2.439
C -2.610 -5.142 -1.351
C -0.945 -2.615 -1.536
Si 0.137 -3.087 -2.850
C -0.330 -2.551 -4.602
C 0.338 -4.958 -3.012
C 1.870 -2.390 -2.624
H -4.308 -3.127 0.528
H -3.230 -1.721 0.599
H -2.677 -3.285 1.229
H -4.883 -3.198 -2.221
H -3.636 -2.936 -3.472
H -4.073 -1.624 -2.372
H -3.599 -5.504 -1.042
H -1.850 -5.589 -0.702
H -2.428 -5.496 -2.371
H -0.855 -1.539 -1.305
H -1.335 -2.906 -4.861
H 0.382 -2.939 -5.343
H -0.340 -1.458 -4.670
H -0.550 -5.427 -3.448
H 0.511 -5.416 -2.032
H 1.190 -5.184 -3.666
H 1.813 -1.325 -2.377
H 2.468 -2.497 -3.540
H 2.391 -2.902 -1.807
*
```

Löwdin population analysis, charges in e, atoms 1 to 5: number 1, K, carries 0.827; number 2, C, carries -0.244; number 3, C, carries -0.226; number 4, N, carries -0.066; number 5, C, carries -0.204



Record 4
Entry from the OMol25 dataset: C26H43Cl3MnO2P2 as an isolated structure at a distorted geometry (the ωB97M-V functional and the def2-TZVPD basis).

Its gap between HOMO and LUMO (spin up / spin down) is 7.8 / 2.1 eV. The expectation value of S² is 4.013.

The geometry in ORCA input format:
```
! RIJCOSX wB97M-V def2-TZVPD def2/J DEFGRID3
* xyz 2 4
Mn 0.050 2.064 -0.271
C 1.977 2.971 -0.942
C 1.190 2.526 -2.078
C -0.032 4.161 -0.937
C 1.225 3.950 -0.233
C -0.030 3.302 -2.084
C 3.387 2.562 -0.641
H 3.649 1.627 -1.142
H 3.550 2.433 0.432
H 4.090 3.328 -0.995
C 1.645 4.686 1.000
H 2.430 4.146 1.535
H 0.798 4.809 1.680
H 2.033 5.681 0.742
C -1.075 5.162 -0.548
H -0.801 6.174 -0.876
H -1.204 5.177 0.539
H -2.042 4.915 -0.996
C -1.046 3.312 -3.185
H -0.846 4.142 -3.875
H -2.061 3.441 -2.800
H -1.014 2.387 -3.767
C 1.665 1.631 -3.183
H 2.057 2.215 -4.029
H 0.853 1.003 -3.560
H 2.465 0.969 -2.841
C 1.038 -5.140 1.885
C 1.970 -5.152 0.924
C 1.989 -5.863 -0.403
C 0.640 -6.378 -0.951
C -0.375 -5.279 -1.152
C -1.214 -4.738 -0.259
C -1.415 -5.054 1.200
C -0.298 -5.844 1.916
H 2.694 -6.708 -0.346
H 0.251 -7.169 -0.307
H 2.422 -5.174 -1.141
H -0.229 -6.852 1.503
H 1.247 -4.519 2.756
H 2.865 -4.557 1.112
H -0.601 -5.966 2.963
H -1.558 -4.100 1.727
H -1.861 -3.941 -0.626
H -2.366 -5.597 1.320
H 0.838 -6.849 -1.922
H -0.400 -4.857 -2.157
P 0.797 0.086 0.556
P -1.872 0.904 -0.549
C -0.583 -1.173 0.710
C -1.939 -0.459 0.705
H -0.445 -1.785 1.607
H -0.501 -1.839 -0.158
H -2.767 -1.149 0.504
H -2.112 0.038 1.664
C -3.466 1.777 -0.292
H -3.649 2.528 -1.068
H -3.457 2.269 0.686
H -4.257 1.023 -0.300
C -2.193 -0.003 -2.124
H -2.963 -0.771 -1.990
H -1.267 -0.472 -2.468
H -2.525 0.700 -2.892
C 1.536 0.098 2.242
H 2.377 0.798 2.312
H 1.860 -0.918 2.477
H 0.764 0.386 2.962
C 2.050 -0.911 -0.359
H 1.779 -0.956 -1.417
H 2.107 -1.928 0.044
H 3.035 -0.445 -0.270
Cl -3.412 3.214 3.995
C -1.756 3.696 3.551
Cl -1.817 5.377 2.982
Cl -0.746 3.674 5.019
C -1.201 2.697 2.562
O -1.121 1.472 2.981
O -0.804 3.036 1.339
*
```

Löwdin population analysis, charges in e, atoms 1 to 5: number 1, Mn, carries 0.425; number 2, C, carries -0.233; number 3, C, carries -0.240; number 4, C, carries -0.216; number 5, C, carries -0.213



no.,E_tot (a.u.)
1,-3438.0412
2,-2612.7667
3,-5344.2302
4,-4380.6586